Molecular formula: C37H35Cl2P2PdS3
Method: DFT, ωB97M-V/def2-TZVPD

- E_HOMO (alpha / beta) (eV) = -9.9 / -9.9
- E_LUMO (alpha / beta) (eV) = -4.53 / -4.53
- ΔE to the lowest compared entry with this formula, charge and spin (eV) = 3.606
- charge = +1
- E_tot (eV) = -118538.7879

The geometry in XYZ format:
```
80
Properties=species:S:1:pos:R:3:forces:R:3:lowdin_charge:R:1
Pd 0.630 -0.672 -0.868 0.5933 0.9765 -0.2659 0.396
C -5.143 -1.924 -0.666 0.1988 -0.3569 -0.3347 -0.061
C -3.732 -2.401 -0.917 -2.1745 0.4751 0.1498 -0.732
S -2.687 -1.925 -2.161 -0.6154 2.4632 -2.3536 0.635
C -2.973 -3.292 -0.316 -0.0519 -1.6853 2.2939 -0.728
C -3.285 -4.272 0.779 0.4736 0.2279 0.2133 -0.072
S -1.464 -3.115 -1.146 1.4904 -1.3031 0.2181 0.617
H -5.331 -0.988 -1.199 0.0389 -0.0823 0.1119 0.076
H -5.345 -1.774 0.399 0.1624 -0.0144 -0.1651 0.084
H -5.860 -2.663 -1.040 0.0073 0.1094 0.0437 0.086
H -4.343 -4.544 0.785 0.0979 0.0583 -0.0996 0.086
H -3.043 -3.862 1.768 -0.0437 -0.0963 -0.0530 0.074
H -2.693 -5.184 0.648 -0.1667 0.0828 0.0212 0.078
Cl 1.558 -2.349 -2.597 -0.0756 -0.0507 0.0698 0.755
C 0.996 -1.769 -4.162 0.2798 -0.4075 0.2356 -0.610
C 1.367 -2.481 -5.288 0.2236 -0.2972 0.3343 -0.100
C 0.977 -2.012 -6.521 -0.0558 0.0349 -0.3364 -0.069
C 0.260 -0.828 -6.606 -0.1048 0.1378 -0.1127 -0.095
C -0.101 -0.148 -5.456 -0.1440 0.2048 -0.1958 -0.664
Cl -0.994 1.339 -5.616 0.0907 -0.2362 0.0899 0.687
C 0.228 -0.629 -4.182 -0.3026 0.5700 0.4539 -0.637
S -0.411 0.184 -2.743 0.4897 -0.0331 -0.2335 0.624
H 1.956 -3.388 -5.191 -0.0840 0.1280 0.0118 0.115
H 1.231 -2.563 -7.421 0.0080 0.1166 0.1196 0.118
H -0.028 -0.422 -7.571 0.0132 -0.0500 0.1514 0.114
C -1.964 1.478 1.081 0.3281 -0.0342 -0.2173 -0.267
C -1.604 -0.005 1.315 0.2741 0.7403 0.3782 -0.326
P 0.096 -0.026 2.092 -0.4838 -0.5418 -0.0253 1.037
C -0.288 -0.632 3.781 0.0630 0.1195 0.1944 -0.354
C 0.392 -1.686 4.393 -0.0997 -0.0150 0.1436 -0.088
C 0.058 -2.082 5.688 0.0631 0.0699 -0.1314 -0.068
C -0.927 -1.407 6.396 0.0023 -0.0082 0.0012 -0.075
C -1.573 -0.319 5.816 0.0470 0.0563 -0.1115 -0.071
C -1.250 0.071 4.520 -0.0455 -0.0937 0.0331 -0.099
C 0.951 -1.436 1.307 0.0946 -0.5269 -0.0518 -0.481
C 2.255 -1.261 0.787 -0.4857 -0.7004 0.2285 -0.175
C 2.985 -2.385 0.324 0.0061 0.5495 0.1346 -0.112
C 2.442 -3.633 0.397 -0.3805 -0.5324 0.1428 -0.082
C 1.149 -3.828 0.944 0.4104 -0.2775 -0.1972 -0.080
C 0.416 -2.761 1.372 0.1092 0.4494 0.2597 -0.156
C -1.168 2.115 -0.097 0.0040 -0.3177 0.9014 -0.325
P 0.637 1.753 -0.027 -0.2285 0.0228 -0.9785 1.002
C 1.275 3.048 1.178 0.1449 -0.3319 0.3925 -0.290
C 1.660 4.284 0.639 0.0105 -0.0834 0.1997 -0.075
C 1.957 5.361 1.466 -0.0265 -0.0147 -0.0497 -0.060
C 1.904 5.231 2.845 0.0281 0.0565 0.0150 -0.069
C 1.576 4.004 3.397 -0.0528 -0.1627 -0.1102 -0.068
C 1.270 2.921 2.575 0.1044 0.4310 -0.2553 -0.114
C 1.339 2.430 -1.580 0.0239 0.0243 -0.0025 -0.467
C 2.513 1.870 -2.073 0.0522 0.3882 -0.1960 -0.123
C 3.118 2.376 -3.218 0.0089 -0.0489 0.0960 -0.061
C 2.545 3.450 -3.884 -0.0460 0.0482 -0.0405 -0.064
C 1.358 3.998 -3.413 -0.0456 0.0119 -0.0057 -0.063
C 0.761 3.491 -2.266 -0.2827 0.0719 -0.1881 -0.127
H -1.750 2.046 1.992 -0.1037 0.0427 -0.0590 0.091
H -3.030 1.581 0.874 -0.0111 0.0246 -0.0294 0.114
H -1.591 -0.525 0.375 -0.0918 -0.4282 -0.4966 0.025
H -2.308 -0.508 1.973 -0.0904 0.0294 0.0615 0.090
H 1.180 -2.212 3.865 -0.0649 0.0074 0.0220 0.102
H 0.577 -2.921 6.145 -0.0632 0.1326 -0.0755 0.111
H -1.187 -1.721 7.403 0.0477 0.0584 -0.1527 0.111
H -2.325 0.231 6.376 0.1136 -0.0925 -0.1115 0.111
H -1.760 0.927 4.081 0.0482 -0.1357 0.0677 0.101
H 2.750 -0.318 0.911 0.1565 0.4015 -0.0911 0.094
H 3.988 -2.250 -0.056 0.0413 0.0550 -0.0232 0.116
H 3.017 -4.489 0.055 -0.1115 0.0939 0.0681 0.120
H 0.744 -4.833 1.034 0.0872 0.1371 -0.0707 0.121
H -0.560 -2.916 1.823 0.0700 0.0697 -0.0949 0.111
H -1.296 3.194 -0.080 -0.0320 0.1481 -0.0205 0.090
H -1.526 1.733 -1.046 -0.0960 -0.0900 -0.2093 0.034
H 1.732 4.422 -0.425 0.0385 0.0667 -0.0037 0.084
H 2.235 6.308 1.017 -0.0150 -0.0884 0.0248 0.114
H 2.131 6.079 3.484 -0.0095 -0.0987 -0.0674 0.113
H 1.556 3.877 4.474 0.0022 -0.0176 -0.1156 0.111
H 1.037 1.985 3.040 -0.0594 -0.1612 0.0965 0.027
H 2.960 1.035 -1.569 0.1809 -0.3473 0.2007 0.084
H 4.038 1.934 -3.587 -0.1224 0.0427 0.0691 0.112
H 3.020 3.861 -4.769 -0.0734 -0.0699 0.0735 0.111
H 0.894 4.826 -3.939 0.0405 -0.1051 0.0566 0.114
H -0.179 3.918 -1.922 0.1717 0.0023 -0.0467 0.112
```
Forces are in eV/Å.